(1)
C41H41IrN3O3Te as an isolated structure at a distorted geometry. Source: OMol25; level of theory: wB97M-V/def2-TZVPD.

Cartesian coordinates (Å):
Ir  -0.15  -3.34  0.03
O  1.45  -2.16  0.16
C  2.52  -2.39  0.88
C  3.50  -1.37  0.92
C  4.66  -1.54  1.62
C  4.93  -2.72  2.34
C  3.99  -3.71  2.33
C  2.77  -3.58  1.62
C  1.86  -4.66  1.72
N  0.68  -4.71  1.20
C  -0.14  -5.93  1.30
C  -1.60  -5.57  1.14
N  -1.72  -4.54  0.08
C  -2.85  -4.36  -0.51
C  -3.13  -3.31  -1.44
C  -4.44  -3.28  -1.99
C  -4.81  -2.33  -2.90
C  -3.86  -1.38  -3.31
C  -2.59  -1.38  -2.80
C  -2.19  -2.34  -1.85
O  -0.95  -2.25  -1.40
H  3.31  -0.46  0.37
H  5.39  -0.74  1.63
H  5.85  -2.83  2.89
H  4.17  -4.63  2.88
H  2.18  -5.53  2.29
H  0.02  -6.41  2.27
H  0.18  -6.62  0.52
H  -1.98  -5.13  2.06
H  -2.20  -6.45  0.89
H  -3.65  -5.06  -0.29
H  -5.15  -4.03  -1.67
H  -5.81  -2.32  -3.30
H  -4.14  -0.62  -4.03
H  -1.86  -0.65  -3.11
C  6.01  4.00  -0.77
C  4.68  3.30  -0.75
C  4.47  2.12  -1.44
C  3.25  1.45  -1.42
C  3.16  0.17  -2.21
C  2.19  2.04  -0.70
Te  0.39  0.83  -0.52
N  -1.23  -0.11  0.71
C  -1.26  -0.95  1.71
O  -1.10  -2.21  1.68
C  -1.61  -0.32  3.02
C  -2.86  -0.52  3.59
C  -3.16  0.08  4.81
C  -2.21  0.86  5.46
C  -0.96  1.05  4.89
C  -0.66  0.47  3.67
C  -1.01  2.20  -1.32
C  -2.00  2.81  -0.56
C  -2.12  2.77  0.94
C  -2.96  3.57  -1.23
C  -2.94  3.75  -2.60
C  -4.01  4.55  -3.30
C  -1.90  3.16  -3.32
C  -0.93  2.39  -2.70
C  0.18  1.82  -3.55
C  2.37  3.23  0.01
C  1.29  3.89  0.82
C  3.62  3.84  -0.03
H  6.72  3.47  -1.41
H  6.44  4.05  0.23
H  5.92  5.02  -1.14
H  5.29  1.69  -2.01
H  4.05  -0.43  -2.05
H  3.11  0.39  -3.28
H  2.30  -0.45  -1.96
H  -3.59  -1.13  3.08
H  -4.14  -0.07  5.25
H  -2.45  1.32  6.40
H  -0.22  1.66  5.40
H  0.32  0.62  3.22
H  -1.31  2.23  1.43
H  -3.06  2.30  1.25
H  -2.12  3.79  1.33
H  -3.74  4.05  -0.65
H  -4.39  5.33  -2.65
H  -4.85  3.90  -3.57
H  -3.63  5.00  -4.21
H  -1.84  3.31  -4.39
H  0.02  2.06  -4.60
H  0.27  0.74  -3.46
H  1.15  2.24  -3.26
H  0.30  3.56  0.53
H  1.33  4.97  0.68
H  1.42  3.69  1.88
H  3.76  4.77  0.50

Calculated values
* highest occupied orbital energy (spin up / spin down): -0.373 / -0.391 Eh
* gap between HOMO and LUMO (spin up / spin down): 7.6 / 6.5 eV
* multiplicity: 5
* <S²>: 6.03
* calculated total energy: -63919.55717 eV
* net charge: +1


(2)
C41H41N3O3P2S3Sc as an isolated structure. Source: OMol25; level of theory: wB97M-V/def2-TZVPD.

Cartesian coordinates (Å):
Sc  0.01  0.04  0.14
C  0.60  1.92  -2.53
O  0.05  0.69  -2.05
C  -0.73  0.04  -3.06
C  -1.12  -1.30  -2.50
O  -1.51  -1.06  -1.12
C  -2.43  -1.98  -0.54
C  -2.90  -1.34  0.74
O  -1.73  -0.96  1.45
C  -1.98  -0.56  2.80
H  1.22  1.72  -3.40
H  1.23  2.31  -1.74
H  -0.21  2.61  -2.77
H  -0.12  -0.11  -3.95
H  -1.60  0.66  -3.29
H  -0.28  -1.99  -2.51
H  -1.97  -1.72  -3.04
H  -1.93  -2.94  -0.35
H  -3.27  -2.14  -1.21
H  -3.48  -2.06  1.33
H  -3.52  -0.47  0.54
H  -2.56  -1.33  3.31
H  -2.52  0.39  2.83
H  -1.01  -0.46  3.29
S  2.39  0.35  -0.02
P  1.47  -1.90  1.33
C  1.79  -1.34  -0.34
P  2.62  -2.09  -1.73
S  2.48  -1.11  -3.43
C  2.01  -3.79  -1.93
C  0.73  -4.16  -1.51
C  0.23  -5.43  -1.76
C  1.01  -6.35  -2.45
C  2.28  -5.99  -2.88
C  2.77  -4.72  -2.64
C  4.37  -2.27  -1.25
C  5.22  -1.18  -1.46
C  6.51  -1.20  -0.97
C  6.99  -2.31  -0.28
C  6.16  -3.41  -0.10
C  4.86  -3.38  -0.58
C  2.87  -1.76  2.50
C  2.56  -1.94  3.85
C  3.53  -1.80  4.83
C  4.83  -1.47  4.46
C  5.15  -1.30  3.12
C  4.18  -1.44  2.14
C  1.06  -3.67  1.55
C  -0.27  -4.03  1.78
C  -0.62  -5.37  1.94
C  0.36  -6.35  1.88
C  1.69  -5.99  1.68
C  2.04  -4.66  1.52
H  0.13  -3.45  -0.95
H  -0.75  -5.70  -1.41
H  0.63  -7.35  -2.64
H  2.89  -6.70  -3.43
H  3.75  -4.44  -3.00
H  4.84  -0.32  -2.00
H  7.16  -0.34  -1.13
H  8.01  -2.32  0.09
H  6.53  -4.29  0.42
H  4.23  -4.25  -0.43
H  1.54  -2.21  4.14
H  3.28  -1.95  5.87
H  5.60  -1.36  5.22
H  6.17  -1.06  2.83
H  4.44  -1.30  1.10
H  -1.02  -3.26  1.85
H  -1.65  -5.64  2.13
H  0.09  -7.39  2.00
H  2.46  -6.76  1.65
H  3.07  -4.38  1.40
N  -1.62  4.08  0.34
C  -2.56  3.76  -0.62
C  -3.46  4.53  -1.35
C  -4.30  3.86  -2.21
C  -4.25  2.47  -2.34
C  -3.36  1.70  -1.62
C  -2.49  2.37  -0.75
N  -1.51  1.88  0.11
C  -1.04  2.93  0.74
C  -0.02  2.79  1.76
C  0.59  3.72  2.55
S  1.72  2.93  3.57
C  1.32  1.44  2.88
N  0.40  1.50  1.96
H  -1.40  5.00  0.68
H  -3.50  5.61  -1.24
H  -5.01  4.42  -2.80
H  -4.94  1.98  -3.02
H  -3.33  0.63  -1.71
H  0.44  4.79  2.58
H  1.83  0.52  3.15

Calculated values
* highest occupied orbital energy: -0.338 Eh
* gap between HOMO and LUMO: 6.4 eV
* calculated total energy: -125578.59340 eV
* net charge: +1


(3)
C41H41N7Re as an isolated structure. Source: OMol25; level of theory: wB97M-V/def2-TZVPD.

Cartesian coordinates (Å):
Re  -0.27  -0.92  0.03
C  1.59  1.16  6.57
C  1.09  1.03  5.16
C  -0.08  1.69  4.75
C  -0.53  1.56  3.45
C  0.14  0.80  2.49
N  -0.42  0.67  1.21
C  -0.85  1.87  0.59
C  -0.12  3.05  0.71
C  -0.49  4.20  0.05
C  -1.60  4.23  -0.79
C  -2.00  5.47  -1.54
C  -2.32  3.05  -0.93
C  -1.97  1.90  -0.24
N  -2.78  0.74  -0.43
C  -4.10  0.73  -0.71
C  -4.44  -0.54  -1.13
C  -3.24  -1.25  -1.08
N  -2.24  -0.49  -0.64
C  1.31  0.16  2.90
C  1.75  0.26  4.23
N  2.10  -0.64  2.02
C  3.42  -0.92  2.18
C  3.77  -1.82  1.20
C  2.61  -2.04  0.47
N  1.60  -1.32  0.97
H  1.80  2.20  6.81
H  2.50  0.59  6.73
H  0.84  0.81  7.29
H  -0.63  2.30  5.45
H  -1.44  2.08  3.15
H  0.77  3.04  1.33
H  0.10  5.10  0.17
H  -1.32  6.29  -1.32
H  -3.01  5.78  -1.28
H  -1.98  5.29  -2.62
H  -3.17  3.02  -1.61
H  -4.69  1.62  -0.60
H  -5.40  -0.88  -1.45
H  -3.05  -2.27  -1.37
H  2.63  -0.29  4.53
H  4.01  -0.45  2.94
H  4.75  -2.24  1.03
H  2.46  -2.63  -0.41
C  -2.71  -4.30  2.32
C  -1.91  -3.46  1.30
N  -1.40  -2.22  1.92
C  -0.47  -2.59  3.00
C  -1.15  -3.50  4.04
N  -2.60  -3.62  3.65
C  -3.23  -2.26  3.60
C  -2.53  -1.46  2.48
H  -2.31  -5.31  2.43
H  -3.77  -4.36  2.07
H  -2.55  -3.19  0.47
H  -1.06  -4.02  0.91
H  -0.13  -1.68  3.49
H  0.40  -3.08  2.56
H  -1.12  -3.09  5.04
H  -0.74  -4.51  4.06
H  -3.08  -4.18  4.35
H  -3.10  -1.81  4.58
H  -4.29  -2.40  3.41
H  -2.14  -0.52  2.87
H  -3.22  -1.23  1.67
C  0.55  -0.44  -1.57
C  1.09  -0.18  -2.69
C  1.71  0.13  -3.83
C  1.94  -0.90  -4.87
C  1.02  -1.93  -5.04
C  1.25  -2.91  -5.99
C  2.40  -2.88  -6.77
C  3.32  -1.86  -6.59
C  3.09  -0.87  -5.65
C  2.15  1.53  -4.03
C  2.15  2.09  -5.31
C  2.51  3.41  -5.49
C  2.89  4.19  -4.40
C  2.90  3.63  -3.13
C  2.53  2.31  -2.94
H  0.11  -1.94  -4.45
H  0.52  -3.70  -6.14
H  2.58  -3.65  -7.51
H  4.23  -1.83  -7.18
H  3.82  -0.08  -5.51
H  1.84  1.49  -6.16
H  2.50  3.85  -6.48
H  3.18  5.22  -4.54
H  3.20  4.23  -2.28
H  2.54  1.87  -1.95

Calculated values
* highest occupied orbital energy (spin up / spin down): -0.422 / -0.420 Eh
* gap between HOMO and LUMO (spin up / spin down): 6.4 / 6.3 eV
* multiplicity: 2
* <S²>: 0.86
* calculated total energy: -55727.42164 eV
* net charge: +2